# 1
Computed, not measured: a cluster of 10 separate species, C8H36O10 in total in a non-equilibrium geometry, with the ωB97M-V functional and the def2-TZVPD basis.

```
54
Properties=species:S:1:pos:R:3:lowdin_charge:R:1
C -28.12 -9.53 2.41 -0.312
H -29.22 -8.96 4.19 0.065
H -30.62 -2.46 -2.19 0.113
H -29.14 -11.56 -0.03 -0.007
O -30.72 -10.42 0.47 -0.066
H -31.62 -2.92 -0.32 0.097
H -28.22 -4.95 2.52 0.086
H -27.41 -7.54 -3.62 0.026
H -29.07 -4.25 -3.15 0.085
H -33.76 -6.27 3.77 0.079
H -27.96 -11.15 -0.91 0.020
H -30.09 -6.67 2.38 0.092
H -29.30 -7.25 -0.35 0.028
H -30.81 -9.06 -3.11 0.059
H -27.41 -9.00 4.37 0.073
H -31.07 -10.34 -0.42 0.038
C -29.99 -4.52 -2.63 -0.060
O -26.90 -9.17 1.78 -0.065
H -31.74 -7.52 1.24 0.052
H -29.48 -3.05 -1.08 0.106
H -33.33 -8.64 3.24 0.117
H -34.27 -6.74 2.19 0.080
C -30.00 -5.82 1.70 -0.280
O -28.57 -7.69 -0.83 -0.070
H -27.08 -8.51 1.11 0.025
H -29.53 -9.39 -3.88 0.061
H -28.09 -10.60 2.59 0.113
H -26.75 -7.35 -0.44 -0.033
H -25.43 -7.48 -1.21 0.040
C -30.34 -3.39 -1.68 -0.289
H -32.85 -5.78 2.34 0.060
O -32.12 -8.33 1.64 -0.104
H -31.13 -9.69 0.97 0.006
H -28.27 -7.68 3.54 0.050
O -31.40 -3.75 -0.76 -0.095
O -27.46 -6.62 -3.34 -0.063
H -29.80 -5.45 -2.10 0.052
C -33.38 -6.61 2.81 -0.081
H -27.86 -6.07 1.22 0.060
C -28.57 -5.31 1.56 -0.046
O -30.55 -6.14 0.42 -0.123
H -30.85 -4.68 -3.27 0.085
H -28.56 -4.54 0.79 0.075
H -30.59 -5.07 2.24 0.113
O -25.80 -7.18 -0.37 -0.059
H -30.74 -5.32 -0.07 0.055
H -29.02 -9.32 1.83 0.080
H -29.01 -8.26 -1.48 0.021
H -27.67 -6.67 -2.39 -0.004
C -32.59 -7.91 2.92 -0.287
H -31.79 -7.83 3.65 0.105
O -29.85 -9.02 -3.05 -0.034
C -28.26 -8.75 3.73 -0.080
O -28.23 -11.80 -0.26 -0.059
```

Its calculated total energy is -29354.753 eV. As for the multiplicity: 1. As for the SMILES: CCO.CCO.CCO.CCO.O.O.O.O.O.O. For the HOMO energy, the calculation gives -9.4 eV. The value obtained for the largest force on an atom is 1.07 eV Å⁻¹.

# 2
Computed, not measured: a structure of composition C8H3F6N4O8PtS3 in a non-equilibrium geometry, with the ωB97M-V functional and the def2-TZVPD basis.

```
33
Properties=species:S:1:pos:R:3:lowdin_charge:R:1
O -0.24 0.39 -1.02 -0.391
O 2.17 -1.28 4.04 0.120
O 1.28 2.85 -1.74 -0.281
S -1.06 1.55 -0.73 0.575
H 3.26 -1.60 -0.02 0.143
C -4.89 -1.49 -0.26 -0.969
C 2.73 -1.42 2.86 -0.515
H 1.15 -1.38 4.04 0.071
C 0.61 1.07 -3.57 -0.649
O -2.33 1.26 -0.14 -0.316
N 0.08 -1.88 0.32 -0.110
O -0.38 -1.61 3.82 0.054
C 2.27 -1.68 0.38 0.028
O 3.93 -1.39 2.69 0.088
F 1.60 0.39 -2.98 0.110
S -6.44 -1.55 0.02 0.594
Pt -1.89 -1.32 -0.17 1.173
F -0.44 0.25 -3.67 0.114
F 1.16 2.09 0.74 0.139
N -1.18 2.50 -1.97 -0.281
F -0.20 3.76 0.50 0.138
C 0.42 -1.73 1.59 -0.116
O -1.85 -1.63 2.16 -0.043
C 1.82 -1.61 1.69 -0.030
O 0.12 3.66 -3.75 -0.268
N -3.76 -1.48 -0.60 -0.183
H 1.14 -1.81 -1.41 0.164
N 1.19 -1.85 -0.40 0.040
C -0.69 -1.66 2.62 -0.577
F 1.02 1.33 -4.81 0.120
F -0.68 2.12 1.81 0.129
S 0.22 2.71 -2.68 0.587
C -0.11 2.44 0.64 -0.656
```

Its calculated total energy is -82743.182 eV. As for the multiplicity: 1. Its net charge is -1. For the HOMO energy (alpha / beta), the calculation gives -6.3 / -6.3 eV. The value obtained for the largest force on an atom is 2.92 eV Å⁻¹.

# 3
Computed, not measured: the ion C8H3N2O3 with charge -1 in a non-equilibrium geometry, with the ωB97M-V functional and the def2-TZVPD basis.

```
16
Properties=species:S:1:pos:R:3:lowdin_charge:R:1
O -0.90 2.10 -0.73 -0.006
O -4.28 -0.28 -0.42 -0.019
H -0.73 -2.30 -0.61 0.108
C -2.07 -0.86 0.11 0.027
N 3.22 0.73 -0.26 0.058
C 0.71 -0.76 -0.07 -0.151
H 2.04 2.38 -0.03 0.119
C -0.69 -1.48 0.13 -0.070
C 2.03 -1.34 -0.24 0.016
C 3.03 -0.55 -0.32 -0.109
C -0.52 1.50 0.26 -0.759
H -0.61 -1.94 1.12 0.112
N -3.13 -0.56 -0.25 -0.132
C 0.80 0.63 0.01 -0.090
C 2.01 1.31 -0.09 -0.092
O -0.92 1.43 1.41 -0.011
```

Its calculated total energy is -17462.288 eV. As for the multiplicity: 1. As for the SMILES: O=C([O-])c1cnc#cc1CC#[N+][O-]. Its net charge is -1. For the HOMO energy (alpha / beta), the calculation gives -5.1 / -5.1 eV. The value obtained for the largest force on an atom is 3.35 eV Å⁻¹.

# 4
Computed, not measured: a structure of composition C8H4AsN2O5ReS4, with the ωB97M-V functional and the def2-TZVPD basis.

```
25
Properties=species:S:1:pos:R:3:lowdin_charge:R:1
O -1.95 -2.84 2.55 -0.440
H -0.10 3.49 0.53 0.153
C 0.71 3.71 -0.15 0.107
N 0.77 1.33 -0.75 -0.343
S -3.78 -5.37 2.23 0.112
C 1.24 5.00 -0.33 -0.146
S -2.23 -3.84 -0.36 0.236
C 1.29 2.71 -0.90 -0.088
O 0.25 6.89 1.00 0.419
H 3.66 4.42 -2.62 0.139
C 0.54 -5.99 2.02 -0.341
H 2.75 2.12 -2.34 0.144
H 2.68 6.29 -1.32 0.149
C 2.84 4.24 -1.93 0.013
N -0.46 -5.29 1.95 -0.142
C 2.34 2.95 -1.78 0.087
O 1.47 -6.64 2.10 0.276
O 1.29 0.48 -1.43 0.125
S -3.79 -8.04 -0.13 0.049
As -4.64 -6.05 0.09 0.294
O -0.14 1.17 0.04 0.109
C 2.30 5.28 -1.21 0.053
C 0.69 6.05 0.41 0.081
Re -1.99 -4.25 1.67 0.872
S -5.75 -7.83 0.66 0.082
```

Its calculated total energy is -127869.858 eV. As for the multiplicity: 1. Its net charge is +2. For the HOMO energy, the calculation gives -13.9 eV. The value obtained for the largest force on an atom is 0.10 eV Å⁻¹.

# 5
Computed, not measured: a structure of composition C8H4ClNO3Sr in a non-equilibrium geometry, with the ωB97M-V functional and the def2-TZVPD basis.

```
18
Properties=species:S:1:pos:R:3:lowdin_charge:R:1
C 1.23 -4.30 1.87 -0.638
O 1.30 0.69 -3.00 0.168
C -2.14 -0.35 -0.23 0.003
C 2.61 -4.25 2.09 0.007
C 0.27 1.74 1.30 -0.005
H -0.49 -3.16 1.14 0.122
O 0.45 2.62 2.03 0.166
C 3.33 -3.10 1.77 0.006
C 2.69 -2.02 1.24 -0.118
C 0.57 -3.22 1.34 -0.141
Sr 0.32 -0.58 0.27 1.395
H 3.11 -5.12 2.52 0.144
C 0.82 0.49 -1.97 -0.007
O -3.28 -0.61 -0.32 0.153
H 4.39 -3.05 1.93 0.135
N 1.39 -2.18 1.08 -0.343
Cl 0.33 -5.68 2.26 0.818
H 3.18 -1.08 0.96 0.137
```

Its calculated total energy is -29333.721 eV. As for the multiplicity: 1. Its net charge is +2. For the HOMO energy, the calculation gives -16.8 eV. The value obtained for the largest force on an atom is 7.89 eV Å⁻¹.

# 6
Computed, not measured: an isolated molecule of C8H4FNO2 in a non-equilibrium geometry, with the ωB97M-V functional and the def2-TZVPD basis.

```
16
Properties=species:S:1:pos:R:3:lowdin_charge:R:1
H -1.03 2.52 -0.41 0.118
C -0.88 -1.50 0.38 0.011
C -1.03 1.43 -0.19 0.008
C 0.30 -0.73 0.03 -0.050
O 2.24 -2.24 0.06 0.149
F 3.56 0.31 0.35 0.024
H -3.21 1.22 0.26 0.106
O 2.08 2.25 -0.90 0.151
C -2.23 0.69 0.19 -0.041
H -0.81 -2.59 0.59 0.120
C -2.14 -0.77 0.45 -0.047
N 2.56 0.01 -0.55 0.047
H -3.07 -1.32 0.73 0.104
C 0.23 0.71 -0.26 -0.051
C 1.66 1.17 -0.60 -0.322
C 1.78 -1.15 -0.13 -0.325
```

Its calculated total energy is -16660.409 eV. As for the multiplicity: 1. As for the SMILES: O=C1c2ccccc2C(=O)N1F. For the HOMO energy, the calculation gives -10.3 eV. The value obtained for the largest force on an atom is 2.41 eV Å⁻¹.

# 7
Computed, not measured: a cluster of 2 separate species, C8H4N4 in total in a non-equilibrium geometry, with the ωB97M-V functional and the def2-TZVPD basis.

```
16
Properties=species:S:1:pos:R:3:lowdin_charge:R:1
H 4.82 -2.00 -0.39 0.041
N -1.78 0.31 0.50 0.035
C -3.41 -0.18 -0.97 -0.008
N -0.40 3.07 0.36 0.173
C 2.56 0.86 -0.24 -0.025
C 3.43 -0.21 -0.28 -0.121
N -2.36 -0.59 -0.41 -0.070
N 0.01 -2.52 0.25 0.173
H -3.76 0.85 -0.80 0.080
C 4.16 -1.17 -0.31 0.166
C -0.39 -1.63 0.86 -0.208
H -0.29 0.21 1.92 0.106
H -3.97 -0.85 -1.63 0.078
C 1.68 1.67 -0.11 0.001
C -0.84 -0.30 1.14 -0.176
C 0.55 2.47 0.12 -0.244
```

Its calculated total energy is -14314.075 eV. As for the multiplicity: 1. As for the SMILES: C=N/N=C\C#N.C#CC#CC#N. For the HOMO energy, the calculation gives -10.0 eV. The value obtained for the largest force on an atom is 1.83 eV Å⁻¹.

# 8
Computed, not measured: an isolated molecule of C8H4N4O in a non-equilibrium geometry, with the ωB97M-V functional and the def2-TZVPD basis.

```
17
Properties=species:S:1:pos:R:3:lowdin_charge:R:1
H -0.20 1.66 0.93 0.134
N -0.18 1.05 -3.69 0.204
C 0.23 0.46 -2.80 -0.155
C 0.89 -0.30 -1.69 -0.200
N 2.44 2.55 -0.19 0.236
N 2.19 -1.09 1.41 0.245
O -1.11 -1.36 0.50 0.163
C 1.80 1.58 -0.33 -0.151
H 0.43 -1.32 -1.66 0.180
H -1.86 0.24 1.75 0.196
C -0.36 0.86 0.24 -0.099
C 0.97 0.42 -0.32 -0.406
H -0.94 1.24 -0.51 0.097
C -1.14 -0.25 0.94 -0.300
C 2.19 -0.72 -2.24 -0.183
C 1.56 -0.52 0.65 -0.172
N 3.20 -0.98 -2.72 0.213
```

Its calculated total energy is -16361.334 eV. As for the multiplicity: 3. Its expectation value of S² is 2.006. For the HOMO energy (alpha / beta), the calculation gives -7.6 / -12.9 eV. The value obtained for the largest force on an atom is 8.25 eV Å⁻¹.

# 9
Computed, not measured: a structure of composition C8H5B2BeBr3Cl8CsF12KN2NaO13PS2 in a non-equilibrium geometry, with the ωB97M-V functional and the def2-TZVPD basis.

```
60
Properties=species:S:1:pos:R:3:lowdin_charge:R:1
C -1.53 -7.24 3.49 -0.339
C 5.18 5.48 -0.63 -0.599
F 5.74 6.38 0.23 0.119
Br -3.18 7.76 -9.48 0.628
C 1.54 5.19 2.84 -0.599
Cs 2.82 -6.73 -7.87 1.044
F -1.63 -2.26 6.51 0.064
Cl -3.41 1.71 -5.81 0.562
P -0.18 -1.58 2.49 0.818
H -1.80 7.31 -7.45 -0.012
S 4.46 4.05 0.24 0.627
Cl 3.30 -6.28 -3.76 0.593
F -2.74 -8.02 0.54 0.086
C -2.84 -1.26 2.55 -0.315
F 0.65 4.70 3.74 0.125
O -1.57 -0.68 3.03 -0.098
Cl 1.57 -3.98 -3.35 0.543
O 5.59 3.45 0.96 -0.227
O 3.91 3.21 -0.83 -0.279
O 1.56 3.05 1.36 -0.301
C -2.50 6.68 -8.02 -1.580
F 2.31 6.10 3.51 0.123
B -0.78 -1.09 6.49 -1.013
O 3.25 3.24 3.15 -0.224
Br -1.49 5.14 -8.65 0.557
H 0.78 -3.55 2.88 0.118
H -3.28 -3.22 3.06 0.151
O -3.09 -2.67 2.23 0.035
O -2.77 -6.10 1.97 0.238
N -0.12 -1.85 0.89 -0.412
H 0.93 0.37 2.73 0.112
Na -2.28 -0.45 -0.58 0.776
S 2.54 3.89 2.04 0.627
Cl 1.45 -5.46 -5.86 0.286
H -0.99 -1.43 0.47 -0.077
O -3.88 -0.39 2.41 0.033
F 4.24 6.18 -1.34 0.103
B -1.92 -7.07 1.27 -0.955
Be -5.61 3.24 -5.02 0.585
C -2.58 2.73 -4.61 -1.930
Br -3.91 6.15 -6.78 0.505
O -0.10 -3.19 3.24 -0.133
C 2.52 -4.89 -4.55 -1.969
Cl -1.76 1.70 -3.42 0.559
F 0.82 5.92 1.94 0.103
N 3.41 4.85 1.12 -0.212
Cl 3.78 -3.82 -5.24 0.564
F 6.16 5.13 -1.51 0.121
O -3.06 -5.56 4.15 0.206
F -1.58 0.10 6.74 0.069
Cl -3.77 3.77 -3.79 0.590
O 1.23 -0.59 2.92 -0.166
F 0.25 -1.21 7.51 0.081
Cl -1.37 3.75 -5.44 0.579
F -1.02 -6.38 0.36 0.059
K 1.62 -1.71 -0.44 0.880
O -1.08 -7.60 4.57 0.243
O -1.16 -7.76 2.32 0.258
C -2.52 -6.22 3.28 -0.353
F -0.15 -0.97 5.18 0.019
```

Its calculated total energy is -434874.711 eV. As for the multiplicity: 1. Its net charge is +2. For the HOMO energy, the calculation gives -12.6 eV. The value obtained for the largest force on an atom is 9.23 eV Å⁻¹.

# 10
Computed, not measured: a structure of composition C8H5CeCl2NO3STi in a non-equilibrium geometry, with the ωB97M-V functional and the def2-TZVPD basis.

```
22
Properties=species:S:1:pos:R:3:lowdin_charge:R:1
H -1.97 1.35 2.08 0.167
Ti 0.06 0.41 -4.98 0.519
C -0.12 1.76 -6.37 0.035
N -1.09 1.18 2.55 0.089
H 2.23 0.93 4.43 0.156
Ce 0.22 0.81 -1.77 0.732
C 1.27 1.41 2.56 -0.033
Cl 2.02 0.92 -3.93 0.390
C -0.30 -0.93 -0.39 -0.065
H 0.08 0.51 5.62 0.155
C -1.10 0.83 3.87 0.040
C 0.61 -1.04 -6.17 0.033
Cl -1.76 0.15 -3.52 0.360
H 2.18 1.69 2.03 0.131
O 0.98 -1.80 -6.98 0.333
O -0.04 2.51 -7.27 0.332
O -0.85 -1.67 0.32 0.281
H -2.07 0.69 4.33 0.168
S -0.11 2.39 0.39 0.749
C 0.09 0.73 4.56 0.042
C 0.06 1.55 1.88 -0.669
C 1.29 1.00 3.88 0.054
```

Its calculated total energy is -87887.367 eV. As for the multiplicity: 3. Its net charge is +4. Its expectation value of S² is 2.008. For the HOMO energy (alpha / beta), the calculation gives -21.3 / -21.3 eV. The value obtained for the largest force on an atom is 11.48 eV Å⁻¹.

# 11
Computed, not measured: an isolated molecule of C8H5ClO3, with the ωB97M-V functional and the def2-TZVPD basis.

```
17
Properties=species:S:1:pos:R:3:lowdin_charge:R:1
C 2.23 -0.37 0.52 -0.377
H 3.22 1.53 -0.01 0.124
C -0.18 -0.44 0.12 -0.137
H 0.76 -1.61 1.62 0.134
O -2.40 1.34 0.19 0.087
C 2.30 0.97 -0.13 0.023
C -1.59 -0.93 0.31 -0.124
O 3.22 -1.02 0.75 0.114
C 0.09 0.51 -1.01 -0.347
O -0.58 0.49 -2.01 0.138
Cl -4.25 -0.46 -0.09 0.671
C 0.86 -0.88 0.82 0.069
H -1.83 -1.77 -0.34 0.127
H 1.26 2.35 -1.38 0.127
C 1.27 1.40 -0.85 0.034
H -1.72 -1.29 1.34 0.138
C -2.61 0.17 0.14 -0.801
```

Its calculated total energy is -27040.964 eV. As for the multiplicity: 1. As for the SMILES: O=C1C=CC(=O)C(CC(=O)Cl)=C1. For the HOMO energy, the calculation gives -10.3 eV. The value obtained for the largest force on an atom is 0.25 eV Å⁻¹.

# 12
Computed, not measured: a structure of composition C8H5N2NiO5 in a non-equilibrium geometry, with the ωB97M-V functional and the def2-TZVPD basis.

```
21
Properties=species:S:1:pos:R:3:lowdin_charge:R:1
O -0.59 2.96 -0.31 0.230
N -0.63 -1.64 0.90 0.033
C -0.66 -0.55 -1.47 -0.258
C -0.37 1.80 -0.48 -0.156
C -0.92 3.44 -4.22 0.001
H -1.40 -2.92 2.37 0.141
N 0.42 -0.76 0.79 -0.068
C 1.03 -0.72 2.00 -0.038
C -0.66 -2.18 2.12 -0.005
H -1.31 -1.86 0.17 0.152
O -2.30 0.46 0.07 0.214
H 1.85 -0.04 2.17 0.128
O 3.52 1.24 -0.80 0.218
Ni 0.77 0.35 -0.66 0.326
H 0.37 -0.17 -2.02 0.154
C 2.43 0.90 -0.60 -0.005
O 0.00 4.08 -4.46 0.015
H 0.62 -1.79 3.88 0.111
C -1.21 0.51 -0.48 -0.371
C 0.38 -1.61 2.85 -0.007
O -1.32 -1.50 -1.84 0.185
```

Its calculated total energy is -62624.000 eV. As for the multiplicity: 3. Its net charge is +1. Its expectation value of S² is 2.033. For the HOMO energy (alpha / beta), the calculation gives -12.8 / -14.2 eV. The value obtained for the largest force on an atom is 6.35 eV Å⁻¹.

Which formula does entry 4 have? C8H4AsN2O5ReS4